Computed, not measured: a molecular structure, C36H25F15GeN9O2S3Sc at a distorted geometry, with wB97M-V/def2-TZVPD.

Last column: Mulliken charge in e.
Element x y z (Å)
1 Sc -0.132 0.126 -0.240  -0.9176
2 N 0.735 2.027 -1.528  0.1172
3 C 0.175 2.185 -2.826  -0.0351
4 C 0.048 3.381 -3.465  -0.5026
5 C -0.553 3.452 -4.745  -0.7754
6 C -1.019 2.327 -5.355  -0.9394
7 C -0.927 1.074 -4.696  0.7014
8 C -1.471 -0.121 -5.221  -0.9534
9 C -1.423 -1.265 -4.487  -1.0853
10 C -0.813 -1.230 -3.213  0.2147
11 N -0.267 -0.153 -2.709  0.6738
12 C -0.327 1.006 -3.431  0.1499
13 H 1.689 1.672 -1.581  0.3762
14 H 0.764 2.899 -1.003  0.1670
15 H 0.417 4.282 -2.990  0.4644
16 H -0.635 4.412 -5.236  0.4032
17 H -1.480 2.374 -6.332  0.4312
18 H -1.946 -0.105 -6.194  0.4158
19 H -1.859 -2.186 -4.837  0.5276
20 H -0.783 -2.115 -2.588  0.1407
21 C 4.225 -1.075 1.609  -1.8805
22 C 2.804 -0.562 1.541  0.7573
23 S 2.440 0.586 0.241  -0.4801
24 C 1.855 -0.923 2.415  0.6775
25 C 2.115 -1.892 3.538  -1.6028
26 S 0.186 -0.332 2.309  -0.2736
27 H 4.816 -0.683 0.783  0.4109
28 H 4.261 -2.166 1.554  0.3123
29 H 4.724 -0.783 2.536  0.3862
30 H 3.171 -1.957 3.793  0.4108
31 H 1.772 -2.897 3.272  0.2114
32 H 1.560 -1.604 4.432  0.3656
33 N 0.704 3.196 1.902  -0.4689
34 N -0.475 2.907 2.629  -0.0252
35 C -1.477 2.256 2.056  0.2905
36 N -2.552 1.921 2.764  -0.3145
37 N -1.285 1.944 0.741  0.3965
38 N -2.352 1.654 -0.031  0.6542
39 O -3.501 1.863 0.226  -0.6658
40 O -1.960 1.102 -1.083  -0.1854
41 H 1.176 2.297 1.702  0.0497
42 H 1.302 3.724 2.532  0.3159
43 H -0.412 2.859 3.639  0.2262
44 H -2.526 1.973 3.767  0.2235
45 H -3.282 1.381 2.324  0.1434
46 F -1.213 -5.923 0.895  -0.4099
47 C -1.464 -5.663 -0.401  0.5099
48 C -2.291 -4.622 -0.768  0.1441
49 C -2.437 -4.427 -2.133  -0.1473
50 F -3.239 -3.466 -2.608  -0.4564
51 C -1.802 -5.213 -3.079  0.3366
52 F -1.991 -5.007 -4.389  -0.3762
53 C -0.967 -6.237 -2.665  0.8238
54 F -0.332 -6.994 -3.561  -0.3409
55 C -0.801 -6.465 -1.315  0.2746
56 F 0.021 -7.438 -0.902  -0.3973
57 Ge -3.118 -3.349 0.491  0.0175
58 S -2.351 -1.387 0.157  0.4012
59 C -3.078 -4.212 2.250  0.1898
60 C -3.820 -5.363 2.445  0.6302
61 F -4.493 -5.909 1.418  -0.3760
62 C -3.891 -6.020 3.659  0.1201
63 F -4.619 -7.130 3.804  -0.3069
64 C -3.178 -5.520 4.735  0.7459
65 F -3.226 -6.139 5.914  -0.3099
66 C -2.410 -4.381 4.579  -0.1799
67 F -1.715 -3.903 5.613  -0.3017
68 C -2.369 -3.749 3.345  -0.3087
69 F -1.598 -2.669 3.254  -0.0147
70 C -5.056 -3.286 0.136  -0.3260
71 C -5.740 -4.032 -0.806  0.5692
72 F -5.121 -4.992 -1.513  -0.3319
73 C -7.092 -3.870 -1.059  0.0891
74 F -7.713 -4.614 -1.976  -0.3004
75 C -7.807 -2.932 -0.338  0.7429
76 F -9.109 -2.763 -0.566  -0.3094
77 C -7.166 -2.181 0.631  -0.0822
78 F -7.858 -1.285 1.342  -0.3031
79 C -5.814 -2.375 0.850  0.1677
80 F -5.248 -1.630 1.814  -0.3069
81 C 3.212 -4.165 -2.149  -1.0047
82 N 2.176 -3.518 -1.363  0.4778
83 C 1.425 -4.100 -0.364  -1.6008
84 C 0.605 -3.122 0.103  -0.9896
85 N 0.838 -1.959 -0.585  2.2559
86 C 1.793 -2.234 -1.448  -1.5920
87 H 3.221 -5.222 -1.896  0.3498
88 H 4.187 -3.737 -1.921  0.3434
89 H 3.002 -4.061 -3.213  0.3577
90 H 1.567 -5.124 -0.070  0.7676
91 H -0.092 -3.141 0.923  0.8556
92 H 2.254 -1.529 -2.119  0.3928

The value obtained for the energy relative to the best compared isomer or geometry (same formula, charge and spin) is 0.0 kcal/mol. The max |F| comes out at 1.6 eV/A. The molecular weight comes out at 1114.39 g mol⁻¹. As for the spin multiplicity: 1. The calculation puts the LUMO energy at -0.42 eV.

Computed, not measured: a molecular structure, C36H26BrN7O3S2Zr, with wB97M-V/def2-TZVPD.

Last column: Mulliken charge in e.
Element x y z (Å)
1 Zr 0.785 0.428 0.368  0.8638
2 Br -2.568 5.548 4.749  -0.1246
3 C -1.616 4.126 3.961  -0.3583
4 C -1.499 2.909 4.645  -0.3347
5 C -0.823 1.855 4.071  -0.3533
6 C -0.263 1.970 2.802  0.5815
7 O 0.349 0.911 2.243  -0.7521
8 C -0.322 3.213 2.143  -0.1400
9 C 0.494 3.495 0.999  0.2384
10 N 1.187 2.619 0.339  0.5100
11 C 2.210 3.012 -0.566  0.4805
12 C 2.329 4.209 -1.213  -0.6125
13 C 3.457 4.479 -2.014  -1.1353
14 C 4.461 3.563 -2.143  -0.8862
15 C 4.357 2.307 -1.501  1.0889
16 C 5.346 1.303 -1.579  -0.5739
17 C 5.163 0.107 -0.938  -1.0546
18 C 3.969 -0.118 -0.249  -0.2136
19 N 3.014 0.795 -0.149  -0.0743
20 C 3.212 2.025 -0.738  0.3380
21 C -1.012 4.285 2.744  -0.7534
22 H -1.938 2.804 5.628  0.4653
23 H -0.724 0.911 4.592  0.5409
24 H 0.590 4.550 0.745  0.3741
25 H 1.556 4.963 -1.131  0.4316
26 H 3.526 5.431 -2.522  0.4404
27 H 5.336 3.779 -2.742  0.4619
28 H 6.249 1.491 -2.148  0.5000
29 H 5.911 -0.672 -0.975  0.4365
30 H 3.786 -1.074 0.225  0.6209
31 H -1.052 5.245 2.243  0.5161
32 O 1.699 1.484 -3.834  -0.6086
33 C 0.445 1.539 -4.354  0.4184
34 C 0.333 1.923 -5.684  -0.5968
35 C -0.908 2.013 -6.278  -0.4264
36 C -2.069 1.723 -5.560  -0.7631
37 C -1.968 1.348 -4.241  -0.6794
38 C -0.717 1.252 -3.613  0.1582
39 C -0.653 0.888 -2.200  1.1159
40 O 0.526 0.552 -1.651  -0.3712
41 N -1.710 0.881 -1.461  -0.8112
42 N -1.421 0.448 -0.162  0.3600
43 C -2.510 0.245 0.530  0.1152
44 S -2.505 -0.416 2.136  0.0404
45 C -4.288 -0.780 2.149  -0.7029
46 C -4.976 0.308 1.360  -0.6599
47 S -4.050 0.564 -0.184  0.0542
48 H 1.644 1.099 -2.950  0.2659
49 H 1.238 2.142 -6.236  0.4872
50 H -0.979 2.308 -7.317  0.4054
51 H -3.037 1.788 -6.036  0.4337
52 H -2.849 1.117 -3.658  0.4835
53 H -4.603 -0.797 3.191  0.5269
54 H -4.443 -1.762 1.706  0.2778
55 H -5.005 1.253 1.901  0.3272
56 H -5.990 0.019 1.090  0.4425
57 N -2.622 -9.065 3.984  -0.4149
58 C -2.113 -8.195 3.436  -0.0831
59 C -1.486 -7.091 2.753  0.4537
60 C -2.157 -5.875 2.653  -0.7926
61 C -1.560 -4.814 1.997  -0.3671
62 C -0.293 -4.973 1.461  0.4543
63 C 0.385 -6.176 1.554  -0.3900
64 C -0.217 -7.241 2.199  -0.8135
65 N 0.327 -3.858 0.796  0.1722
66 C 0.914 -3.865 -0.455  -0.6016
67 C 1.359 -2.607 -0.676  -0.9012
68 N 1.056 -1.826 0.433  0.0974
69 C 0.429 -2.625 1.296  -0.5722
70 H -3.146 -5.773 3.076  0.4575
71 H -2.078 -3.869 1.884  0.5910
72 H 1.380 -6.277 1.139  0.5055
73 H 0.296 -8.189 2.284  0.4748
74 H 0.941 -4.748 -1.070  0.5391
75 H 1.847 -2.203 -1.546  0.5925
76 H 0.066 -2.341 2.270  0.7832

The value obtained for the energy relative to the best compared isomer or geometry (same formula, charge and spin) is 9.6 kcal/mol. The max |F| comes out at 0.5 eV/A. The molecular weight comes out at 839.91 g mol⁻¹. As for the spin multiplicity: 1. The charge is +2. The calculation puts the LUMO energy at -6.32 eV.

Computed, not measured: a molecular structure, C36H28BrN3O4PPtS at a distorted geometry, with wB97M-V/def2-TZVPD.

Last column: Mulliken spin population.
Element x y z (Å)
1 Pt 1.239 0.012 -0.915  0.5787
2 Br -1.259 -0.002 2.070  0.0385
3 C 0.602 0.009 2.484  0.1926
4 C 1.086 0.519 3.847  0.0821
5 C 2.441 -0.144 4.166  0.2877
6 C 3.239 -0.713 3.215  -0.0505
7 C 2.736 -0.694 1.917  0.3206
8 N 1.461 -0.458 1.655  0.1797
9 C 3.553 -1.115 0.722  0.0258
10 O 4.510 -1.896 0.825  0.0916
11 O 3.153 -0.618 -0.493  0.0341
12 H 0.359 0.186 4.596  0.0410
13 H 2.771 -0.108 5.215  0.0031
14 H 4.184 -1.221 3.451  0.0044
15 C -0.230 2.724 4.083  0.3011
16 C -1.074 3.283 3.162  -0.0497
17 C -0.802 3.301 1.789  0.3683
18 C 0.436 2.790 1.390  -0.0874
19 C 1.409 2.453 2.287  0.3634
20 C 1.080 2.112 3.699  0.0299
21 P 0.763 2.246 -0.328  0.0305
22 C 1.467 3.627 -1.207  0.0048
23 C 1.952 3.405 -2.506  0.0047
24 C 2.429 4.476 -3.266  -0.0009
25 C 2.408 5.790 -2.741  0.0053
26 C 1.898 6.009 -1.465  0.0002
27 C 1.387 4.956 -0.690  0.0031
28 C -0.777 1.833 -1.179  0.0250
29 C -1.896 2.573 -1.525  -0.0187
30 C -2.881 1.969 -2.279  0.0456
31 C -2.665 0.640 -2.756  -0.0238
32 C -1.518 -0.080 -2.468  0.0325
33 C -0.558 0.533 -1.645  0.0159
34 H -0.497 2.703 5.152  -0.0009
35 H -2.003 3.734 3.528  0.0024
36 H -1.518 3.721 1.070  0.0250
37 H 2.436 2.284 1.933  -0.0035
38 H 1.898 2.418 4.352  0.0521
39 H 1.979 2.403 -2.932  -0.0070
40 H 2.797 4.298 -4.293  0.0000
41 H 2.785 6.631 -3.354  0.0003
42 H 1.879 7.035 -1.037  0.0000
43 H 0.932 5.149 0.290  -0.0075
44 H -1.961 3.600 -1.146  0.0032
45 H -3.834 2.461 -2.529  0.0016
46 H -3.447 0.199 -3.399  -0.0003
47 H -1.318 -1.078 -2.846  -0.0032
48 C -5.933 -3.539 -0.041  -0.0008
49 C -4.454 -3.504 0.181  0.0083
50 C -3.704 -2.424 -0.263  -0.0051
51 C -2.332 -2.388 -0.030  -0.0033
52 C -1.707 -3.444 0.637  0.0463
53 C -2.457 -4.548 1.063  0.0002
54 C -3.826 -4.556 0.844  0.0014
55 S 0.016 -3.454 0.976  -0.0135
56 O 0.136 -2.758 2.264  0.0310
57 O 0.578 -4.808 0.871  0.0008
58 N 0.519 -2.490 -0.201  0.4732
59 C 1.243 -2.807 -1.283  -0.0236
60 C 1.657 -4.106 -1.753  0.1959
61 C 2.367 -4.154 -2.935  -0.0658
62 C 2.632 -2.980 -3.675  0.1966
63 C 2.213 -1.765 -3.159  0.0058
64 N 1.578 -1.676 -1.985  0.1955
65 H -6.198 -2.900 -0.890  0.0000
66 H -6.508 -3.217 0.838  0.0009
67 H -6.244 -4.563 -0.270  0.0005
68 H -4.189 -1.589 -0.787  0.0009
69 H -1.709 -1.577 -0.385  -0.0064
70 H -1.974 -5.386 1.587  -0.0005
71 H -4.443 -5.388 1.204  0.0002
72 H 1.404 -4.963 -1.110  0.0085
73 H 2.738 -5.127 -3.306  0.0020
74 H 3.195 -3.024 -4.614  0.0006
75 H 2.370 -0.816 -3.675  0.0088

The value obtained for the energy relative to the best compared isomer or geometry (same formula, charge and spin) is 0.0 kcal/mol. The max |F| comes out at 3.7 eV/A. The molecular weight comes out at 904.66 g mol⁻¹. As for the expectation value of S²: 6.129. As for the spin multiplicity: 5. The charge is +1. The calculation puts the LUMO energy (spin up / spin down) at -2.76 / -6.10 eV.